# C18H23FN2O2

The molecule C18H23FN2O2 (the ωB97M-V functional and the def2-TZVPD basis, the OMol25 dataset).

Cartesian coordinates (Å):
O -2.118 -0.056 2.194
C -1.260 0.278 1.398
N -0.729 -0.615 0.519
C 0.201 -0.311 -0.544
H -0.343 -0.248 -1.498
C 0.976 0.997 -0.352
C 2.147 0.802 0.615
O 2.106 1.078 1.799
N 3.266 0.277 0.072
C 3.554 -0.003 -1.322
C 4.926 -0.676 -1.289
H 4.812 -1.746 -1.111
C 5.595 -0.018 -0.085
C 4.445 0.085 0.908
H 4.334 -0.836 1.491
H 4.536 0.919 1.607
H 5.954 0.977 -0.353
H 6.428 -0.597 0.305
H 5.477 -0.533 -2.216
H 3.603 0.932 -1.896
H 2.796 -0.647 -1.772
H 1.391 1.287 -1.322
C 0.001 2.081 0.108
C -0.693 1.674 1.398
H -1.505 2.361 1.640
H 0.027 1.708 2.220
H -0.739 2.240 -0.680
H 0.537 3.019 0.263
H 0.898 -1.156 -0.619
C -1.286 -1.951 0.499
H -0.479 -2.674 0.343
H -1.736 -2.114 1.480
C -2.368 -2.130 -0.585
C -3.447 -1.106 -0.389
C -3.384 0.112 -1.050
C -4.330 1.081 -0.779
C -5.351 0.879 0.127
C -5.416 -0.343 0.774
C -4.475 -1.323 0.520
H -4.528 -2.265 1.044
H -6.203 -0.525 1.490
H -6.067 1.663 0.318
F -4.243 2.267 -1.428
H -2.610 0.321 -1.774
H -2.777 -3.137 -0.492
H -1.923 -2.029 -1.576

The calculation puts the electronic energy at -1059.6058 hartree. The net charge is 0. The structure (SMILES) is O=C1CC[C@@H](C(=O)N2CCCC2)CN1CCc1cccc(F)c1. The energy above the lowest of the compared OMol25 structures with the same formula, charge and spin is 44.3 kJ/mol. The value obtained for the LUMO energy is 0.486 eV.



# C18H23FN6O3PtS

A structure of composition C18H23FN6O3PtS (the ωB97M-V functional and the def2-TZVPD basis, the OMol25 dataset).

Cartesian coordinates (Å):
Pt 0.357 -0.969 -5.214
N 2.008 0.336 -5.112
N 1.434 1.648 -4.887
C -0.804 0.628 -5.259
N -0.525 3.407 -5.444
S -2.105 -0.331 -4.751
H 2.598 0.107 -4.316
H 2.600 0.361 -5.938
H 1.276 2.072 -5.802
H -0.205 4.356 -5.278
H -1.519 3.459 -5.658
F 0.555 -3.787 0.912
C 0.383 -2.492 0.597
C 0.490 -2.136 -0.708
C 0.350 -0.796 -1.103
C 0.441 -0.478 -2.513
O 0.756 -1.467 -3.274
C 0.180 0.884 -2.879
C -0.011 1.769 -1.843
N -0.033 1.492 -0.531
C -0.142 2.673 0.338
C -1.009 2.789 1.550
C 0.498 2.817 1.680
C 0.099 0.170 -0.121
C -0.039 -0.233 1.217
C 0.109 -1.551 1.614
N -0.063 -1.904 2.963
C 0.429 -1.020 4.011
C -0.625 -0.917 5.115
N -1.362 -2.235 5.193
C -0.429 -3.370 4.884
C -0.075 -3.307 3.397
C 0.081 1.510 -4.295
O -0.455 2.794 -4.147
O -0.349 0.478 -6.492
H 0.693 -2.897 -1.448
H -0.164 2.808 -2.086
H -0.103 3.552 -0.284
H -1.567 1.928 1.886
H -1.544 3.721 1.663
H 1.015 1.970 2.105
H 0.975 3.764 1.884
H -0.317 0.488 1.960
H 0.627 -0.023 3.630
H 1.378 -1.388 4.414
H -1.369 -0.149 4.915
H -0.177 -0.735 6.090
H -2.116 -2.235 4.504
H -1.793 -2.349 6.111
H -0.917 -4.308 5.132
H 0.432 -3.242 5.537
H -0.828 -3.847 2.826
H 0.880 -3.817 3.257

The calculation puts the electronic energy at -1870.6134 hartree. The net charge is +2. The energy above the lowest of the compared OMol25 structures with the same formula, charge and spin is 635.7 kJ/mol. The value obtained for the LUMO energy (spin up / spin down) is -5.779 / -5.779 eV.



# C18H23FeO5Si

A structure of composition C18H23FeO5Si in a non-equilibrium geometry (the ωB97M-V functional and the def2-TZVPD basis, the OMol25 dataset).

Cartesian coordinates (Å):
C 5.383 1.239 3.225
Si 3.968 1.073 2.031
C 3.724 2.571 0.956
C 3.958 -0.555 1.152
O 2.562 0.962 3.009
C 1.276 0.945 2.605
C 0.659 -0.113 1.955
C -0.800 -0.074 1.865
C -1.207 1.371 1.573
C -0.788 2.219 2.735
O 0.644 2.041 2.977
H 6.330 1.238 2.668
H 5.334 2.169 3.805
H 5.406 0.401 3.934
H 4.531 2.609 0.214
H 2.768 2.550 0.417
H 3.755 3.500 1.541
H 4.795 -0.591 0.448
H 4.076 -1.368 1.878
H 3.027 -0.724 0.601
H 1.228 -1.038 1.931
H -1.185 -0.743 1.090
H -1.200 -0.373 2.849
H -0.719 1.708 0.646
H -2.285 1.460 1.408
H -0.917 3.288 2.536
H -1.325 1.933 3.651
O -4.611 -3.267 -4.854
C -3.901 -2.723 -4.117
Fe -2.618 -1.971 -3.198
C -1.407 -3.197 -3.730
O -0.613 -3.835 -4.292
C -2.354 -1.074 -4.689
O -2.024 -0.654 -5.722
C -0.871 -0.594 -1.419
C -1.628 0.552 -1.681
C -2.965 0.629 -2.028
C -3.767 -0.464 -2.461
C -3.967 -1.663 -1.676
C -2.910 -2.128 -0.923
C -1.564 -1.875 -1.401
H 0.239 -0.575 -1.452
H -1.149 1.531 -1.560
H -3.358 1.642 -2.203
H -4.584 -0.177 -3.131
H -4.949 -2.156 -1.695
H -3.082 -2.937 -0.195
H -0.914 -2.761 -1.275

The calculation puts the electronic energy at -2628.7042 hartree. The net charge is +1. The energy above the lowest of the compared OMol25 structures with the same formula, charge and spin is 7.4 kJ/mol. The spin multiplicity is 5. The value obtained for the LUMO energy (spin up / spin down) is -2.750 / -6.629 eV.



# C18H23IN9OSn

A structure of composition C18H23IN9OSn (the ωB97M-V functional and the def2-TZVPD basis, the OMol25 dataset).

Cartesian coordinates (Å):
Sn -0.022 0.020 0.851
C -1.715 2.239 -1.173
C -1.011 3.048 -0.093
N 0.243 2.419 0.339
C 1.389 2.587 -0.549
C 1.418 1.528 -1.624
C 2.023 1.754 -2.848
C 2.029 0.737 -3.788
C 1.417 -0.469 -3.484
C 0.839 -0.629 -2.237
C 0.212 -1.945 -1.844
N -0.772 -1.795 -0.775
C -2.146 -1.514 -1.227
C -2.307 -0.092 -1.744
N -1.986 0.879 -0.694
N 0.850 0.352 -1.328
H -1.086 2.164 -2.062
H -2.626 2.764 -1.477
H -1.657 3.123 0.785
H -0.839 4.067 -0.454
H 0.514 2.729 1.267
H 2.290 2.482 0.060
H 1.406 3.579 -1.011
H 2.474 2.714 -3.057
H 2.494 0.887 -4.754
H 1.386 -1.278 -4.201
H 1.008 -2.601 -1.485
H -0.220 -2.416 -2.734
H -0.780 -2.638 -0.212
H -2.809 -1.670 -0.374
H -2.451 -2.216 -2.010
H -3.324 0.030 -2.129
H -1.634 0.085 -2.584
H -2.754 0.911 -0.028
I 6.118 -2.244 -0.107
C 4.242 -1.840 0.634
C 3.750 -2.111 1.899
N 2.489 -1.683 1.936
N 2.122 -1.133 0.768
C 3.188 -1.223 -0.033
H 4.216 -2.568 2.756
H 1.829 -1.631 2.756
H 3.175 -0.840 -1.040
N -0.271 -1.031 5.828
C 0.394 -0.664 4.715
O 0.708 -1.536 3.869
C 0.684 0.735 4.545
C 0.232 1.700 5.475
N -0.170 2.438 6.266
C 1.370 1.134 3.404
N 1.913 1.404 2.409
H -0.487 -0.370 6.555
H -0.434 -2.010 5.980

The calculation puts the electronic energy at -1779.6077 hartree. The net charge is +1. The energy above the lowest of the compared OMol25 structures with the same formula, charge and spin is 0.0 kJ/mol. The value obtained for the LUMO energy is -3.092 eV.



# C18H23INO19S2

A cluster of 6 separate species, C18H23INO19S2 in total in a non-equilibrium geometry (the ωB97M-V functional and the def2-TZVPD basis, the OMol25 dataset).

Cartesian coordinates (Å):
C 1.122 0.923 1.099
C 1.981 0.749 -0.029
C 2.679 0.383 -1.493
S 3.008 1.994 -2.429
O 3.823 1.649 -3.708
O 1.616 2.626 -2.804
N 3.899 3.025 -1.302
S 5.072 4.010 -2.145
O 5.488 5.145 -1.134
O 6.388 3.248 -2.495
I 4.240 5.102 -4.145
H 0.188 0.959 1.840
H 3.706 -0.201 -1.324
H 1.949 -0.245 -2.192
C -2.005 -1.029 -3.950
C -2.290 0.096 -3.008
O -1.469 -0.198 -1.893
C -0.450 -0.985 -2.346
O 0.533 -1.285 -1.690
O -0.674 -1.392 -3.630
H -2.082 -0.724 -4.997
H -2.657 -1.892 -3.780
H -1.996 1.068 -3.417
H -3.342 0.136 -2.715
C -2.709 5.005 -4.339
C -4.113 5.458 -4.103
O -4.826 4.244 -3.960
C -3.924 3.298 -3.567
O -4.222 2.178 -3.188
O -2.646 3.769 -3.653
H -1.972 5.708 -3.940
H -2.497 4.833 -5.399
H -4.216 6.040 -3.181
H -4.508 6.043 -4.939
C -6.335 -1.551 -2.937
C -7.444 -2.344 -3.549
O -7.074 -2.422 -4.913
C -5.721 -2.250 -4.968
O -5.045 -2.426 -5.968
O -5.224 -1.858 -3.759
H -6.141 -1.838 -1.900
H -6.519 -0.472 -2.980
H -7.506 -3.359 -3.141
H -8.415 -1.856 -3.437
C 3.094 -2.728 4.771
C 3.420 -2.345 3.363
O 2.217 -1.764 2.897
C 1.535 -1.329 3.997
O 0.537 -0.629 3.956
O 2.115 -1.778 5.148
H 3.964 -2.670 5.430
H 2.660 -3.730 4.842
H 4.219 -1.598 3.308
H 3.697 -3.208 2.751
C 4.695 -2.272 9.923
C 3.586 -3.065 9.311
O 3.955 -3.143 7.947
C 5.309 -2.971 7.892
O 5.985 -3.147 6.892
O 5.806 -2.579 9.101
H 4.889 -2.559 10.960
H 4.511 -1.194 9.880
H 3.524 -4.080 9.719
H 2.614 -2.577 9.423

The calculation puts the electronic energy at -3277.8871 hartree. The net charge is -1. The value obtained for the LUMO energy is 1.660 eV.



# C18H23N2O3

A structure of composition C18H23N2O3 in a non-equilibrium geometry (the ωB97M-V functional and the def2-TZVPD basis, the OMol25 dataset).

Cartesian coordinates (Å):
C -1.853 -3.025 0.897
H -1.916 -3.566 -0.196
H -2.874 -2.981 1.203
H -1.289 -3.744 1.508
O -0.864 -1.849 0.651
C -1.062 -0.868 -0.139
C 0.017 0.019 -0.311
C 0.183 0.714 -1.369
C -0.928 0.941 -2.128
C -2.181 0.226 -1.979
C -2.196 -0.861 -0.750
O -3.214 -1.520 -0.559
C -4.191 -1.702 -1.854
H -5.069 -2.428 -1.113
C -3.457 -2.623 -2.831
O -2.388 -2.660 -2.651
N -4.421 -2.865 -3.842
H -5.383 -2.749 -3.696
H -4.021 -3.716 -4.488
H -4.788 -0.828 -1.979
H -2.921 0.361 -2.581
H -1.041 1.803 -2.695
C 1.297 1.569 -1.350
H 1.207 2.389 -2.151
H 2.363 0.722 -1.589
N 1.453 2.329 -0.227
H 0.786 3.236 -0.276
H 1.319 1.571 0.671
C 2.834 3.095 0.145
H 3.528 2.346 -0.338
C 3.051 2.979 1.636
C 2.917 1.696 2.141
C 1.498 1.322 2.658
C 1.341 0.156 3.009
C 2.364 -0.787 3.108
C 3.546 -0.620 2.866
C 3.935 0.694 2.159
H 4.659 1.222 2.092
H 4.422 -1.201 2.817
H 2.178 -1.841 3.689
H 0.153 -0.108 3.415
H 0.677 2.217 2.906
H 4.096 3.535 1.828
H 2.353 3.956 1.940
H 3.066 3.902 -0.367
H 0.816 -0.457 0.121

The calculation puts the electronic energy at -1034.0940 hartree. The net charge is +1. The energy above the lowest of the compared OMol25 structures with the same formula, charge and spin is 1624.8 kJ/mol. The value obtained for the LUMO energy is -2.549 eV.



- Look up the electronic energy of the sixth one.
  -1034.0940 hartree